A gas-phase ion, C9H13N5S (charge +2) at a distorted geometry. Source: the OMol25 dataset; level of theory: wB97M-V/def2-TZVPD.

CARTESIAN COORDINATES (ANGSTROEM)
C  -3.137  1.660  1.398
C  -0.919  2.982  0.133
C  -1.215  -0.833  -1.497
C  -0.972  -0.921  1.790
C  1.165  0.166  0.428
C  -1.870  -0.332  0.703
C  0.188  0.807  -0.480
C  3.455  -0.935  0.572
C  2.402  -0.228  -0.333
N  -1.945  -0.879  -0.471
N  -2.738  0.614  1.092
N  -0.285  2.051  -0.155
N  -0.240  0.227  -1.634
N  -1.353  -1.513  -2.631
S  0.560  -1.491  1.055
H  -3.866  2.241  1.875
H  -1.309  4.023  0.286
H  -0.884  -0.205  2.585
H  -1.349  -1.777  2.191
H  1.388  0.676  1.331
H  3.890  -0.365  1.350
H  4.473  -1.138  0.121
H  2.869  -1.673  0.936
H  2.284  -0.821  -1.264
H  2.673  0.753  -0.758
H  -0.594  0.791  -2.409
H  -1.985  -2.404  -2.780
H  -0.688  -1.475  -3.432

## Properties
- Frontier orbital gap (spin up / spin down): 6.907 / 6.470 eV
- Net charge: +2
- LUMO (spin up / spin down): -9.1417 / -9.4359 eV
- Max |F|: 4.228 eV Å⁻¹
- ΔE to the lowest compared entry with this formula, charge and spin: 93.9 kcal per mole

Just the Löwdin charges please, in e? Sure, here they are: number 1, C, carries 0.285; number 2, C, carries 0.254; number 3, C, carries -0.396; number 4, C, carries -0.337; number 5, C, carries -0.453; number 6, C, carries -0.315; number 7, C, carries -0.267; number 8, C, carries -0.072; number 9, C, carries -0.269; number 10, N, carries 0.209; number 11, N, carries 0.186; number 12, N, carries 0.178; number 13, N, carries 0.174; number 14, N, carries 0.203; number 15, S, carries 1.069; number 16, H, carries 0.120; number 17, H, carries 0.159; number 18, H, carries 0.102; number 19, H, carries 0.062; number 20, H, carries 0.124; number 21, H, carries 0.074; number 22, H, carries 0.126; number 23, H, carries -0.026; number 24, H, carries 0.129; number 25, H, carries 0.126; number 26, H, carries 0.183; number 27, H, carries 0.211; number 28, H, carries 0.158